Entry 1:
11 unconnected molecules or ions with the total composition C2H25O11 in a non-equilibrium geometry, computed with ωB97M-V with the def2-TZVPD basis set.

Output
HOMO-LUMO gap, eV: 8.46

The geometry in ORCA input format:
```
! wB97M-V def2-TZVPD RIJCOSX def2/J DEFGRID3
* xyz -1 1
C -16.961 -11.716 0.923
C -15.680 -10.916 0.799
O -15.178 -10.864 -0.493
H -17.809 -11.177 0.484
H -17.224 -11.776 1.990
H -16.975 -12.735 0.542
H -15.006 -11.396 1.527
H -15.946 -9.900 1.132
O -14.302 -10.166 -3.174
H -15.222 -9.960 -3.365
H -14.314 -10.451 -2.243
O -13.044 -11.650 3.459
H -13.762 -11.444 2.849
H -12.368 -12.055 2.905
O -15.190 -7.731 -0.075
H -15.841 -7.415 -0.712
H -15.462 -8.644 0.122
O -16.575 -12.974 -2.109
H -16.123 -12.290 -1.553
H -17.436 -12.583 -2.286
O -12.436 -10.356 -0.144
H -12.526 -9.819 0.649
H -13.338 -10.727 -0.293
O -17.514 -9.267 -1.870
H -18.040 -9.907 -2.359
H -16.832 -9.800 -1.419
O -16.345 -15.450 -0.795
H -16.656 -14.536 -0.726
H -16.522 -15.849 0.064
O -13.605 -13.509 -2.265
H -14.568 -13.587 -2.215
H -13.423 -12.603 -1.994
O -15.297 -7.226 2.813
H -15.325 -7.377 1.848
H -16.219 -7.216 3.090
O -17.439 -9.835 4.397
H -18.283 -10.296 4.452
H -17.299 -9.701 3.452
*
```

Atom charges from the Mulliken analysis, given in e for atoms 1 to 8:
1 C -1.2346
2 C 0.8726
3 O -0.0666
4 H 0.2818
5 H 0.3806
6 H 0.1345
7 H -0.6877
8 H 0.0935

Entry 2:
A molecular structure, C16H19BN6PbTe in a non-equilibrium geometry, computed with ωB97M-V with the def2-TZVPD basis set.

Output
HOMO-LUMO gap (alpha / beta), eV: 3.61 / 3.64

The geometry in ORCA input format:
```
! wB97M-V def2-TZVPD RIJCOSX def2/J DEFGRID3
* xyz 2 1
C -0.177 3.310 -0.824
N 0.004 2.031 -1.238
N 0.247 2.028 -2.602
C 0.141 3.294 -3.042
C -0.114 4.148 -1.976
B 0.500 0.633 -3.319
N 1.591 -0.319 -2.707
N 1.649 -0.607 -1.356
C 2.659 -1.492 -1.176
C 3.286 -1.720 -2.419
C 2.576 -0.977 -3.353
Pb -0.167 0.375 0.326
N -0.835 -0.193 -3.219
N -1.359 -0.595 -2.007
C -2.473 -1.327 -2.292
C -2.695 -1.318 -3.702
C -1.628 -0.592 -4.227
H -3.067 -1.847 -1.543
H -1.329 -0.325 -5.239
H -3.479 -1.770 -4.274
H 0.755 0.827 -4.476
H 2.629 -0.894 -4.441
H 0.221 3.527 -4.103
H 4.125 -2.355 -2.649
H -0.219 5.195 -2.006
H 2.919 -1.912 -0.199
H -0.362 3.560 0.225
H -0.516 -2.350 0.625
C -0.152 -2.931 1.501
H 0.415 -3.795 1.139
H 0.535 -2.284 2.115
H -1.003 -3.298 2.076
Te -2.206 1.351 2.314
C -0.971 0.651 3.877
C -1.741 0.218 4.989
C -1.095 -0.073 6.200
C 0.311 -0.016 6.304
C 1.071 0.329 5.168
C 0.450 0.657 3.946
H -2.831 0.149 4.914
H -1.698 -0.335 7.074
H 0.801 -0.237 7.264
H 2.162 0.342 5.244
H 1.070 0.936 3.085
*
```

Atom charges from the Mulliken analysis, given in e for atoms 1 to 8:
1 C 0.0979
2 N -0.1425
3 N -0.0460
4 C -0.0219
5 C -1.1467
6 B -0.0093
7 N 0.0210
8 N 0.0404

Entry 3:
2 unconnected molecules or ions with the total composition C4H7N4O2 in a non-equilibrium geometry, computed with ωB97M-V with the def2-TZVPD basis set.

Output
HOMO-LUMO gap, eV: 9.54

The geometry in ORCA input format:
```
! wB97M-V def2-TZVPD RIJCOSX def2/J DEFGRID3
* xyz 1 1
C 1.100 2.468 -0.059
C -1.132 0.179 -1.152
C 2.128 1.483 -0.005
C 0.852 -1.106 -0.212
N -0.054 2.013 0.231
N -0.322 -0.480 -0.071
N 1.514 -1.943 0.572
N 2.885 0.563 -0.001
O 3.577 -0.373 0.284
O -0.757 0.232 -2.256
H 1.238 3.461 -0.393
H -2.078 0.587 -0.819
H 1.344 -1.001 -1.175
H -0.965 2.625 0.055
H -0.857 -0.469 0.890
H 1.239 -2.151 1.530
H 2.409 -2.211 0.159
*
```

Atom charges from the Mulliken analysis, given in e for atoms 1 to 8:
1 C -0.4781
2 C 0.0071
3 C 0.5758
4 C -0.2094
5 N -0.4481
6 N -0.1657
7 N -0.2829
8 N 0.3969